{
  "formula": "C40H87N2O18P",
  "method": "ωB97M-V/def2-TZVPD",
  "species": ["C", "C", "N", "C", "C", "O", "C", "N", "C", "O", "C", "C", "C", "C", "C", "C", "C", "C", "O", "C", "C", "P", "O", "O", "O", "C", "C", "O", "H", "H", "H", "H", "H", "H", "H", "H", "H", "H", "H", "H", "H", "H", "H", "H", "H", "H", "H", "H", "H", "C", "C", "O", "H", "H", "H", "H", "H", "H", "C", "C", "O", "H", "H", "H", "H", "H", "H", "C", "C", "O", "H", "H", "H", "H", "H", "H", "C", "C", "O", "H", "H", "H", "H", "H", "H", "C", "C", "O", "H", "H", "H", "H", "H", "H", "C", "C", "O", "H", "H", "H", "H", "H", "H", "C", "C", "O", "H", "H", "H", "H", "H", "H", "C", "C", "O", "H", "H", "H", "H", "H", "H", "C", "C", "O", "H", "H", "H", "H", "H", "H", "C", "C", "O", "H", "H", "H", "H", "H", "H", "C", "C", "O", "H", "H", "H", "H", "H", "H"],
  "xyz": [[2.166011, -3.363706, 3.096846], [3.120304, -2.537706, 2.108024], [2.512339, -2.321135, 0.769594], [1.437208, -1.379796, 0.777022], [0.644632, -1.319942, -0.339933], [0.883268, -2.212201, -1.443784], [-0.252286, -2.975359, -1.501042], [-1.074881, -3.636497, -1.991722], [-0.533445, -0.317077, -0.497459], [-0.809314, 0.142300, -1.578165], [-1.262126, 0.057494, 0.831919], [-2.680010, 0.455423, 0.864433], [-3.520920, 0.555083, -0.450371], [-3.333946, 0.807968, 2.153256], [-4.824194, 1.296566, 2.242615], [-5.971520, 0.228778, 1.942835], [-7.124132, 0.274660, 3.059260], [-8.608347, 0.193127, 2.469371], [-9.370094, -0.918702, 3.000054], [-2.488553, 0.701984, 3.351375], [-1.047734, 0.305170, 3.317713], [-0.107087, 0.241025, 4.926174], [0.628448, -1.051055, 5.008328], [-1.257820, 0.350852, 6.135802], [0.881135, 1.560661, 5.129379], [-0.418777, -0.006327, 2.052736], [1.090794, -0.385822, 1.905513], [1.869632, 0.152908, 2.655823], [1.260665, -3.742307, 2.552695], [2.720972, -4.286517, 3.434866], [1.928207, -2.783976, 4.022328], [3.535390, -1.616821, 2.583412], [4.006257, -3.215285, 1.941913], [2.079545, -3.221667, 0.521730], [-2.947777, 1.025641, -1.292225], [-3.902972, -0.454868, -0.749774], [-4.386736, 1.249474, -0.261308], [-4.918716, 2.168781, 1.545641], [-4.973768, 1.668857, 3.294533], [-5.553263, -0.801289, 1.799319], [-6.482758, 0.514414, 0.977495], [-7.003975, -0.601951, 3.753962], [-7.050142, 1.196748, 3.699650], [-8.588498, 0.170950, 1.347815], [-9.181723, 1.110190, 2.761847], [-9.210903, -1.704564, 2.453327], [-2.955704, 0.969872, 4.329747], [-1.517067, 1.286472, 6.245788], [0.943252, 1.978687, 4.244283], [6.280556, -3.388824, -1.500886], [5.149465, -3.663175, -0.529456], [5.632049, -4.387752, 0.601586], [6.733550, -4.324779, -1.835568], [5.921793, -2.839668, -2.372648], [7.068087, -2.807406, -1.021602], [4.371303, -4.263754, -1.006189], [4.700362, -2.729556, -0.182724], [6.311773, -3.848705, 1.023019], [-5.846755, -3.933958, 2.310177], [-6.537974, -3.408640, 3.554574], [-7.921895, -3.257209, 3.328088], [-6.004979, -3.254853, 1.469130], [-4.772729, -4.044928, 2.476073], [-6.258831, -4.904052, 2.019299], [-6.139878, -2.432895, 3.828808], [-6.392374, -4.090463, 4.398988], [-8.289323, -4.117644, 3.092274], [-3.858884, -2.501557, 5.527153], [-3.006289, -3.729544, 5.318697], [-1.829858, -3.345314, 4.640745], [-4.094648, -2.036280, 4.566974], [-4.792677, -2.750523, 6.037377], [-3.325110, -1.756801, 6.124032], [-3.522221, -4.471093, 4.705690], [-2.750217, -4.197041, 6.275623], [-1.382963, -2.692872, 5.194147], [8.627497, -0.243346, -4.675588], [7.504617, -0.524401, -3.698542], [7.995607, -1.245295, -2.572362], [9.084361, -1.177019, -5.013740], [8.259701, 0.304818, -5.546636], [9.412967, 0.341253, -4.199657], [6.728115, -1.129152, -4.170129], [7.051015, 0.408890, -3.348549], [8.674781, -0.701940, -2.154295], [1.151288, -4.240206, -4.471548], [2.179731, -5.348459, -4.355679], [3.485646, -4.801489, -4.195270], [1.384650, -3.595501, -5.321647], [0.147692, -4.649627, -4.602151], [1.157979, -3.607896, -3.582144], [2.183645, -5.962713, -5.256726], [1.961312, -5.993931, -3.498380], [3.481463, -4.267137, -3.392474], [2.356753, 2.118193, -1.646923], [3.700288, 1.999326, -0.953129], [3.526726, 1.908509, 0.457351], [1.818845, 2.999226, -1.290147], [2.480337, 2.195200, -2.729219], [1.729811, 1.249950, -1.427007], [4.314807, 2.877216, -1.157586], [4.239594, 1.111125, -1.299914], [2.990841, 1.125892, 0.635421], [-12.980468, 1.177455, 2.787373], [-12.271607, 2.426168, 2.302069], [-10.996126, 2.094155, 1.760323], [-12.383689, 0.669672, 3.548253], [-13.956954, 1.422391, 3.210245], [-13.121162, 0.470040, 1.966834], [-12.113158, 3.121766, 3.127601], [-12.860761, 2.932787, 1.531123], [-11.141457, 1.486682, 1.025534], [11.782104, -0.134808, -7.256124], [13.128837, -0.214212, -6.563052], [12.958493, -0.302454, -5.152205], [11.220899, 0.733148, -6.903809], [11.903527, -0.060185, -8.338984], [11.178786, -1.018317, -7.030365], [13.719973, 0.678021, -6.772354], [13.691384, -1.089349, -6.904947], [12.444027, -1.097323, -4.969727], [8.688322, 4.426885, -2.902162], [8.378726, 2.956201, -3.102224], [9.582336, 2.191926, -3.120738], [9.338715, 4.792563, -3.699675], [7.772291, 5.021310, -2.893672], [9.218409, 4.586849, -1.960289], [7.869010, 2.798464, -4.053958], [7.735100, 2.581497, -2.298979], [10.025317, 2.326822, -2.274271], [10.239295, 8.533696, -3.735078], [9.121102, 8.239997, -2.753371], [9.621987, 7.527933, -1.626466], [10.706891, 7.605732, -4.070665], [9.862984, 9.073842, -4.606336], [11.021738, 9.133064, -3.261845], [8.353111, 7.624010, -3.222622], [8.655287, 9.167744, -2.405459], [10.293684, 8.079063, -1.208502], [-17.332768, 3.108598, 1.036815], [-15.820171, 3.048207, 1.128347], [-15.327538, 1.883695, 0.472213], [-17.778736, 2.220876, 1.489675], [-17.720049, 3.995028, 1.543343], [-17.656297, 3.131809, -0.007317], [-15.502284, 3.003515, 2.170592], [-15.366942, 3.931549, 0.666275], [-15.602439, 1.931767, -0.450766]],
  "forces_ev_per_angstrom": [[0.9, -0.1, 0.0], [0.9, -1.7, 1.0], [-1.4, 1.0, 1.8], [-0.3, -0.5, -1.5], [-0.3, 1.1, 1.2], [-2.6, -0.5, 1.7], [1.5, 0.4, -2.4], [0.5, 0.6, 1.3], [0.3, -0.2, 1.0], [0.0, -0.5, 0.4], [-0.2, 0.1, 1.4], [0.7, 0.2, 0.8], [0.1, 0.7, 0.5], [2.4, -1.0, 0.0], [0.7, -0.4, 0.3], [-0.6, 0.8, 0.1], [-0.1, -0.6, -0.2], [0.1, 0.2, 0.5], [0.3, 0.8, -0.8], [0.7, -0.2, -1.8], [-1.5, 1.1, -0.9], [0.6, -1.3, 0.6], [-1.1, 1.3, 0.3], [1.4, 0.8, -1.7], [-2.1, -1.0, -1.0], [-2.3, 0.0, -1.0], [-1.3, 0.5, 0.3], [0.1, -0.5, -0.7], [0.6, 0.6, 0.6], [-0.5, 0.9, -0.4], [-0.2, -0.4, -1.0], [-0.7, -0.6, -0.7], [-0.8, 0.8, -0.1], [0.5, 0.5, -0.4], [-0.4, -0.8, 0.9], [0.3, 0.9, 0.2], [0.7, -1.0, -0.2], [0.0, -0.7, 0.7], [0.2, -0.2, -1.1], [-0.3, 0.9, 0.3], [0.7, -0.3, 0.8], [-0.2, 0.9, -0.6], [0.1, -0.8, -0.8], [0.1, -0.1, 0.8], [0.6, -0.9, -0.3], [0.3, 0.3, 0.5], [0.5, -0.4, -0.9], [0.1, -0.5, 0.2], [0.3, -0.1, 0.6], [-0.1, -0.3, 0.1], [0.6, 0.3, 0.0], [-0.2, -0.2, 0.2], [-0.1, 0.0, 0.0], [0.1, 0.0, 0.0], [-0.1, 0.1, -0.1], [0.0, -0.1, 0.2], [-0.1, 0.0, -0.2], [0.0, -0.1, -0.1], [0.1, 0.0, 0.0], [0.2, -0.5, -0.2], [-0.5, 0.0, -0.1], [0.0, 0.0, 0.1], [0.0, 0.0, -0.1], [0.1, 0.0, 0.1], [-0.2, 0.0, 0.0], [0.2, 0.1, 0.0], [0.1, 0.1, 0.1], [-0.5, 0.1, 0.2], [0.1, 0.3, 0.1], [0.4, -0.2, -0.3], [0.0, -0.1, 0.0], [0.0, 0.1, 0.0], [0.0, -0.1, 0.1], [0.1, 0.0, 0.0], [-0.1, -0.1, 0.0], [0.3, 0.0, -0.2], [0.1, -0.2, -0.2], [0.4, 0.2, 0.0], [0.0, 0.0, 0.1], [-0.2, 0.0, -0.1], [0.1, 0.0, 0.0], [-0.1, 0.1, -0.1], [0.0, -0.1, 0.2], [-0.1, 0.0, -0.2], [-0.1, 0.0, -0.1], [-0.1, 0.0, -0.2], [0.0, 0.4, 0.3], [0.2, -0.1, -0.1], [0.0, -0.1, 0.0], [0.0, 0.1, 0.1], [0.0, -0.1, 0.0], [0.2, 0.0, 0.0], [-0.1, -0.1, -0.1], [0.0, -0.1, -0.1], [0.0, 0.1, -0.1], [-0.3, -0.3, 0.1], [0.1, 0.1, 0.1], [0.1, 0.0, 0.0], [-0.1, 0.0, 0.0], [0.1, 0.0, -0.1], [0.0, 0.0, 0.2], [0.1, 0.1, -0.2], [0.2, 0.1, 0.1], [0.0, -0.1, 0.1], [-0.1, -0.3, -0.2], [0.1, 0.3, 0.0], [0.0, 0.1, 0.0], [0.0, -0.1, -0.1], [-0.1, 0.1, 0.0], [0.2, 0.0, -0.1], [-0.1, 0.0, 0.1], [0.0, 0.0, 0.1], [0.0, 0.1, -0.1], [-0.3, -0.3, 0.1], [0.1, 0.1, 0.1], [0.1, 0.0, 0.0], [-0.1, 0.0, 0.0], [0.1, 0.0, -0.1], [0.0, 0.0, 0.2], [0.1, 0.1, -0.2], [0.0, 0.1, 0.0], [0.0, 0.0, 0.0], [0.2, 0.2, 0.3], [0.0, 0.0, 0.1], [-0.1, 0.0, 0.0], [0.0, 0.0, 0.1], [-0.1, 0.1, 0.0], [0.1, -0.2, 0.0], [-0.2, 0.1, -0.1], [0.0, 0.1, -0.1], [0.0, 0.0, -0.1], [0.4, 0.2, 0.1], [-0.1, -0.2, 0.1], [-0.1, 0.0, 0.0], [0.1, 0.0, 0.0], [-0.1, 0.1, 0.0], [0.0, -0.1, 0.2], [-0.1, 0.0, -0.2], [-0.1, -0.1, 0.0], [-0.1, 0.0, 0.1], [-0.2, 0.0, -0.4], [0.2, -0.1, 0.1], [0.1, 0.1, 0.1], [0.0, 0.0, -0.1], [0.0, 0.1, 0.0], [0.1, -0.1, -0.1], [0.0, 0.1, 0.2], [0.0, 0.0, 0.1]],
  "lowdin_charge": [-0.058, -0.219, 0.026, -0.087, -0.114, 0.052, -0.279, 0.204, -0.265, 0.118, 0.008, -0.090, -0.030, -0.119, -0.148, -0.164, -0.144, -0.235, -0.106, 0.012, -0.143, 0.575, -0.280, -0.162, -0.141, -0.036, -0.240, 0.106, 0.082, 0.077, 0.053, 0.119, 0.092, 0.134, 0.083, 0.104, 0.070, 0.114, 0.104, 0.101, 0.101, 0.093, 0.105, 0.111, 0.097, 0.062, 0.103, 0.079, 0.079, -0.086, -0.327, -0.092, 0.086, 0.066, 0.063, 0.105, 0.084, 0.085, -0.073, -0.326, -0.084, 0.070, 0.071, 0.077, 0.069, 0.114, 0.096, -0.093, -0.322, -0.084, 0.061, 0.076, 0.069, 0.104, 0.113, 0.057, -0.098, -0.307, -0.098, 0.073, 0.080, 0.047, 0.111, 0.093, 0.086, -0.090, -0.313, -0.088, 0.080, 0.075, 0.039, 0.111, 0.109, 0.062, -0.078, -0.313, -0.081, 0.081, 0.079, 0.050, 0.109, 0.107, 0.045, -0.089, -0.309, -0.100, 0.077, 0.065, 0.075, 0.114, 0.095, 0.086, -0.096, -0.325, -0.089, 0.074, 0.072, 0.068, 0.111, 0.107, 0.078, -0.091, -0.322, -0.100, 0.079, 0.075, 0.075, 0.113, 0.107, 0.092, -0.093, -0.325, -0.093, 0.073, 0.074, 0.072, 0.102, 0.108, 0.081, -0.093, -0.332, -0.092, 0.078, 0.074, 0.073, 0.102, 0.110, 0.083],
  "e_lumo_ev": -1.440,
  "total_charge": 0
}